DFT (the ωB97M-V functional and the def2-TZVPD basis) results for a molecular structure, C31H29F2N2P2RhS2.

Structure (XYZ):
```
69
Properties=species:S:1:pos:R:3:nbo_charge:R:1
C 0.78105 3.22649 -0.49713 -0.38
S 6.06177 -1.92314 1.91256 0.50
H 1.13615 3.87783 2.80545 0.27
C -6.72059 -2.89227 -1.46549 -0.25
H 8.17781 -0.92432 2.56439 0.26
H -2.75736 2.51516 -1.46770 0.26
C 3.41962 -1.29206 1.33676 0.02
H -7.38876 -4.91732 -1.97100 0.26
H -2.07004 3.83339 0.71821 0.25
C 2.15983 4.68231 -1.81753 -0.17
C 1.77606 4.00385 -2.97089 -0.16
C -4.48746 -3.24662 -0.92746 -0.29
H -2.41360 -5.03743 -0.54415 0.24
H -3.35072 -0.87678 -0.30112 0.22
H -2.85250 2.01356 1.71348 0.15
C 2.38033 -0.36256 1.14141 0.09
C -0.51524 -2.37802 0.28407 0.11
C -2.65979 -1.70207 -0.22827 0.11
C 0.18176 -4.71463 0.21451 -0.18
C -5.48173 -2.32364 -1.04228 -0.20
N -1.43174 -1.39942 0.15972 -0.48
H 2.16918 4.30722 -3.93262 0.25
C 3.10527 -2.60867 1.15355 -0.12
H -3.04902 0.91835 -2.19245 0.26
C -2.15198 -4.00112 -0.35616 -0.12
H 0.79599 -0.43678 -2.31630 0.27
C 1.43491 -4.38094 0.57687 -0.15
C 5.17798 0.44938 1.97355 -0.22
C -3.08412 -3.01332 -0.50700 -0.06
C -1.22344 3.92430 1.39849 -0.96
S -5.04792 -4.80314 -1.32806 0.50
C 1.79597 -3.00271 0.79510 -0.08
C 6.55711 0.53438 2.33033 -0.25
C -2.34639 1.75041 -2.12467 -0.98
C -6.61864 -4.22990 -1.65540 -0.37
P 0.02845 2.66883 1.03844 1.17
H -1.57705 3.82817 2.42656 0.27
C -0.22781 -0.14738 -2.55371 -0.99
C 0.89199 2.93780 -2.89439 -0.17
H 2.85395 5.51002 -1.88494 0.25
P -0.76941 1.18075 -1.47963 1.36
C 0.84958 -2.00932 0.65254 0.21
H -7.63300 -2.33294 -1.61273 0.25
C 7.15004 -0.68447 2.33475 -0.38
H -0.77644 4.91102 1.27648 0.27
H 3.86039 -3.37797 1.27792 0.24
H 1.95602 4.84904 0.30854 0.22
C -0.82963 -3.70242 0.04791 0.02
C 0.39660 2.54642 -1.65133 -0.40
H -2.20253 2.17504 -3.12053 0.27
N 1.13797 -0.70074 0.82466 -0.54
H 1.08374 2.14337 3.15115 0.27
C 1.24412 2.88477 2.36777 -0.97
Rh -0.72129 0.54131 0.64637 0.32
F -3.29282 0.08726 1.79804 -0.32
H 0.59815 2.42554 -3.80385 0.23
H 7.07178 1.45280 2.57381 0.24
H 2.19297 -5.14389 0.70350 0.24
H 4.52998 1.31651 1.91702 0.21
F -1.56419 0.90112 2.87370 -0.33
H -0.28398 0.19106 -3.58954 0.27
C 4.77455 -0.82480 1.71878 -0.30
C -2.36620 1.05063 1.78217 0.47
H -5.36491 -1.26833 -0.82342 0.21
H -0.08546 -5.75000 0.04242 0.24
H 2.57735 0.69597 1.24497 0.20
C 1.65904 4.30351 -0.58078 -0.12
H -0.87944 -1.01160 -2.42648 0.27
H 2.25776 2.78320 1.98107 0.25
```

Calculated values
**Frontier orbital gap**: 0.2363 Ha
**HOMO**: -12.95 eV
**E_LUMO**: -6.524 eV
**Spin multiplicity**: 1
**Total charge**: +2

***

DFT (the ωB97M-V functional and the def2-TZVPD basis) results for a molecular structure, C31H29F5I2O21S.

Structure (XYZ):
```
89
Properties=species:S:1:pos:R:3:mulliken_charge:R:1
C -1.03427 1.46179 -5.62235 0.25
C -0.16777 2.58694 -6.07502 0.27
C 0.88037 1.48537 -4.48412 0.68
C 6.41006 3.39064 -4.39407 -0.34
H -3.51752 -2.12636 -5.06044 0.24
C -5.75178 0.21205 5.76211 0.29
H 7.95532 2.96805 -2.91324 0.25
F -0.87817 3.73283 -6.17463 -0.30
C 4.29178 -2.51091 -0.72497 -0.65
C 3.05175 -2.59758 0.39266 -0.30
O 0.29718 -1.79522 5.48597 -0.54
C 7.12620 1.36074 -4.96732 0.62
C 1.56915 0.01190 3.12322 0.04
H -0.70408 -3.45006 -2.54428 0.33
H 2.75087 -3.68639 0.71705 0.31
C 4.88464 -1.05544 -1.28946 -0.30
O -1.05515 -1.03998 3.13071 -0.04
F -4.96605 -0.09846 6.81752 -0.25
O 6.95111 1.31847 -3.61668 -0.24
C -0.54114 1.33080 0.13824 -0.41
O -0.97310 -3.50818 4.19923 -0.64
O 0.76140 2.73043 -5.02481 -0.29
I -1.06775 3.46863 -0.14790 -0.04
H -2.00623 1.09666 9.42401 0.27
C -0.82121 2.46275 7.36983 0.53
H 0.45955 0.04824 7.91994 0.26
O 7.45712 0.40196 -5.64490 -0.53
H 4.81437 -3.47859 -1.15520 0.26
O -0.88636 1.19144 6.86882 -0.07
O 1.78521 1.14603 -3.73982 -0.60
H 5.75609 -0.95914 -2.06791 0.33
H -1.46134 0.90294 -6.45942 -0.37
C 4.17726 0.29111 -0.67654 -0.33
S -0.13910 -2.19809 4.05005 1.30
O -5.71776 2.53072 3.31955 -0.54
O -0.91776 3.47140 6.69074 -0.55
H -1.76523 -4.15074 0.67418 0.49
C 0.01128 0.51360 -1.16987 -0.02
H -0.88800 0.31964 -1.90358 0.30
O -2.79400 -1.81207 -6.95807 -0.28
H -1.20031 -0.58950 7.88436 0.30
C 0.03401 -3.74978 -0.65982 0.36
O 0.84417 -4.83768 -0.64117 -0.55
O -5.68636 0.25076 3.49764 -0.30
O -5.44310 1.52407 5.34955 -0.27
C -0.39077 -0.92411 1.78814 1.15
C 6.94373 2.66670 -3.20545 0.26
H 4.56363 1.34397 -1.07681 0.18
O -0.64310 2.46475 8.72074 -0.32
C -3.84178 -2.22142 -6.10218 -0.36
C -3.04563 -0.50648 -7.27993 0.70
H 0.46908 -0.55210 -0.92503 -0.38
O -0.13453 0.65979 -4.88396 -0.27
C -0.72151 0.68328 1.46427 -0.84
C -5.40040 -0.61822 4.57515 -0.14
O -4.24971 -0.09017 -6.79666 -0.27
I -1.53504 1.98601 3.07813 0.16
H 5.31542 3.40938 -4.42242 0.26
H 2.55008 1.25246 0.82621 0.23
H -0.21258 -3.88698 1.70431 0.13
C -0.95178 1.15273 9.13330 0.36
C 2.97953 0.20491 0.44670 -0.21
C 2.06960 1.05555 3.95755 -1.11
H -1.84829 1.79082 -4.96776 0.31
C -0.78604 -3.47363 0.77212 -0.32
H -6.00031 -1.53017 4.51318 0.28
O 6.89318 2.61155 -5.46997 -0.31
H -5.55628 -1.59571 -7.29726 0.30
F -5.71636 -1.01648 -5.38033 -0.29
H 0.82741 1.12580 -1.78825 0.18
C -5.62121 1.52207 3.99865 0.63
H -2.37337 -1.99116 1.45385 0.28
O -0.12493 -2.93660 -1.87667 -0.33
H 2.70257 1.56897 4.82926 0.32
F -0.16605 0.84222 10.18870 -0.30
H -4.34045 -0.89243 4.54876 0.08
H -1.56566 -1.56076 -0.19045 0.19
H 6.78022 4.41752 -4.45639 0.28
C -4.93617 -1.27271 -6.45425 0.29
H -6.80623 0.15599 6.05282 0.20
O 1.34558 -2.39644 3.16581 -0.50
C -1.31842 -1.93089 0.89733 -0.42
C -0.60041 0.32246 7.94634 -0.44
H -4.11742 -3.26261 -6.29015 0.28
F 6.10530 2.78592 -2.15165 -0.26
C 2.33996 -1.22572 1.03187 -0.08
H 0.36371 2.39480 -7.01317 0.34
O -2.28747 0.19696 -7.92664 -0.62
C 1.15759 -1.29563 2.16243 1.46
```

Calculated values
**Frontier orbital gap**: 0.2945 Ha
**HOMO**: -8.51 eV
**E_LUMO**: -0.497 eV
**Spin multiplicity**: 1

***

DFT (the ωB97M-V functional and the def2-TZVPD basis) results for a molecular structure, C31H29N2O6PdS3Sb.

Structure (XYZ):
```
73
Properties=species:S:1:pos:R:3:mulliken_charge:R:1
C -1.82934 2.70593 -3.38509 -0.58
S 1.20392 0.01132 -3.08837 1.43
S -1.29395 1.32367 -1.14949 1.61
C 3.77952 2.96345 2.73252 1.14
O -0.05769 1.46482 -0.27751 -0.77
Sb 2.49776 1.54624 0.14699 1.58
H -1.81198 -0.13867 3.56061 0.25
H -0.04177 3.89130 -0.25341 0.05
H 6.02856 -2.83659 -1.90040 0.44
C 4.47694 1.64422 4.65623 -0.75
H 7.03013 -0.69531 -1.23392 0.51
H 3.16396 -0.39595 2.31503 0.47
H 1.14145 3.97581 1.04156 0.07
H -0.85508 2.57392 -6.62560 0.45
C 3.87373 4.20610 -2.96727 -0.95
C -0.96990 1.75916 -2.84966 -0.16
O 0.56786 -1.21108 -2.49643 -0.78
O 2.14288 -0.25349 -4.12183 -0.70
C -0.88182 2.35457 -5.56715 -0.66
O -2.33561 2.17671 -0.66609 -0.73
C 3.46985 0.52126 2.80247 -0.96
C 5.21566 0.16563 -0.50658 0.82
H 3.77854 4.28214 1.02019 0.13
C 3.85221 -0.07568 -0.36360 1.40
H -3.00269 -3.14548 0.07588 0.46
N -1.52940 -2.02936 0.95929 -0.41
H -4.05493 -0.84582 3.55260 0.45
C 2.73883 3.24688 -1.10675 1.51
H 6.19475 1.32250 1.00119 0.37
C -1.18901 -1.17797 1.92192 0.60
C 3.66269 3.11878 -2.13853 -0.65
C -3.76457 -2.06892 1.79766 -0.70
H -2.44136 3.76008 -5.14369 0.45
H 4.91979 1.61605 5.64297 0.43
C 3.63830 4.31689 2.09849 -1.25
C 5.90340 1.42540 -0.04644 -1.28
C 5.41009 -2.07238 -1.44972 -0.95
N -2.10379 -0.78432 2.83570 0.00
C -1.77245 3.01265 -4.73980 -0.73
C 3.13764 5.36981 -2.77584 -0.83
C 2.17973 5.44911 -1.77514 -0.85
H 2.64785 4.73081 2.29779 0.36
C 4.05935 -2.31875 -1.23373 -1.01
C -3.38441 -1.21427 2.78914 -0.11
C 0.83482 4.43653 0.09517 -1.32
C 4.36524 2.85818 3.99563 -0.81
H 6.80720 1.60635 -0.62498 0.50
S 0.43515 -0.61720 1.96747 -0.35
H 4.36546 5.01068 2.51472 0.54
C 4.03369 0.46823 4.06426 -1.15
H 3.29734 6.21905 -3.42672 0.45
Pd 0.39593 -0.83251 -0.44013 -0.01
C 5.97133 -0.86269 -1.07836 -0.84
H 0.53834 5.46373 0.29514 0.56
C 3.38632 1.75369 2.15828 1.19
H 2.23887 -1.48941 -0.46809 0.47
H 1.59923 6.35488 -1.65386 0.51
H 5.26597 2.30727 -0.12654 0.15
C -2.77922 -2.45798 0.88257 0.07
H -4.77938 -2.42714 1.72216 0.44
C 3.30012 -1.31187 -0.67827 -0.31
C -0.01198 1.40679 -5.04097 -0.58
H 4.12329 -0.48047 4.57544 0.50
H -2.55067 3.17540 -2.73201 0.61
H 4.21391 2.19988 -2.29559 0.60
H 0.71278 0.90040 -5.66314 0.60
O 1.74854 0.80604 -1.96466 -0.66
O -1.62805 -0.11496 -1.18733 -0.70
H 3.61605 -3.26923 -1.49577 0.54
H 4.60803 4.14220 -3.75842 0.50
C 1.93472 4.37408 -0.92496 0.93
C -0.05328 1.10839 -3.69103 -0.07
H 4.73359 3.76259 4.46376 0.48
```

Calculated values
**Frontier orbital gap (alpha / beta)**: 0.2117 / 0.2116 Ha
**HOMO (alpha / beta)**: -14.43 / -14.43 eV
**E_LUMO (alpha / beta)**: -8.667 / -8.671 eV
**Spin multiplicity**: 1
**Total charge**: +2